[1]
20
Properties=species:S:1:pos:R:3:lowdin_charge:R:1 method="wB97M-V/def2-TZVPD" smiles=Cc1c[nH]cn1.CC orbital_gap_ev=9.5681 lumo_ev=0.90 e_above_lowest_kcal_mol=6.80 largest_force_ev_per_a=1.90 multiplicity=1 charge=0
C -2.35497 0.55683 -0.16848 -0.044
C -1.07077 -0.04526 -0.62298 -0.386
C -0.78978 -1.38121 -0.67684 -0.091
N 0.52414 -1.46964 -1.04255 0.048
C 0.89499 -0.23559 -1.44328 -0.228
N -0.02197 0.66141 -1.15753 0.100
H -2.15835 1.28176 0.62812 0.075
H -2.94360 -0.21752 0.32223 0.069
H -3.00658 1.00004 -0.92022 0.075
H -1.38886 -2.15901 -0.22529 0.118
H 1.08718 -2.28458 -1.21153 0.149
H 1.90179 0.10880 -1.63241 0.120
C 1.32629 0.04511 1.79702 -0.178
C 1.17614 1.50793 2.19747 -0.156
H 1.67469 -0.54583 2.64935 0.067
H 0.37865 -0.42077 1.53730 0.044
H 1.97250 -0.10743 0.93985 0.044
H 0.45150 1.54675 3.01647 0.062
H 0.76018 2.09265 1.38415 0.053
H 2.11259 1.89515 2.58833 0.059

---

[2]
60
Properties=species:S:1:pos:R:3:lowdin_charge:R:1 method="wB97M-V/def2-TZVPD" orbital_gap_ev="8.9179 / 7.8652" lumo_ev="0.43 / -0.62" e_above_lowest_kcal_mol=144.86 largest_force_ev_per_a=5.68 s_squared=0.75 multiplicity=2 charge=0
C 1.34826 -0.70985 2.23814 -0.070
C 1.49891 -0.97606 0.61278 -0.291
N 2.78100 -0.75776 0.09352 0.059
C 0.31014 -1.50571 -0.38393 -0.149
C -0.92322 -0.43940 -0.61691 -0.465
P -1.84442 -1.07255 -2.21223 0.775
N -1.41465 -2.63803 -2.47294 -0.341
C -1.97644 -0.64428 0.61482 -0.118
C -2.86396 0.70884 0.86355 -0.435
C -3.72691 0.42852 2.26966 -0.069
C -3.98511 1.03509 -0.28414 -0.075
N -1.91004 1.82728 1.18720 -0.125
O -2.56710 2.86736 1.76599 -0.042
C -1.03894 2.25493 0.04280 -0.406
C 0.30423 2.97440 0.73446 -0.051
C -1.70098 3.46570 -0.90321 -0.063
C -0.47380 1.09063 -0.93886 -0.122
H 1.49969 0.43634 2.43383 0.072
H 2.26801 -1.27820 2.74332 0.079
H 0.38021 -1.16664 2.71305 0.074
H 3.42021 -0.41969 0.87257 0.047
H -0.07264 -2.58751 -0.06765 0.123
H 0.81617 -1.65284 -1.45473 0.118
H -1.40410 -0.28203 -3.34997 0.014
H -3.27403 -1.04358 -2.00379 0.012
H -2.33083 -3.15558 -2.42858 -0.044
H -2.69234 -1.54576 0.30171 0.130
H -1.50536 -0.94994 1.64117 0.115
H -4.26695 -0.61254 2.19035 0.092
H -4.59250 1.23548 2.41080 0.099
H -2.93099 0.49027 3.13430 0.099
H -3.58151 1.08191 -1.38182 0.051
H -4.50173 2.08924 -0.06861 0.110
H -4.84497 0.22959 -0.18694 0.102
H 0.86707 3.63642 -0.06937 0.093
H -0.09429 3.69661 1.56925 0.092
H 1.03944 2.14343 1.14751 0.072
H -0.86518 3.83192 -1.66744 0.096
H -2.59314 3.08638 -1.56624 0.073
H -2.03861 4.39816 -0.28056 0.095
H -0.82517 1.36722 -2.04528 0.093
H 0.71602 1.18048 -0.97756 0.109
C 3.04244 -4.36551 2.56705 -0.089
C 1.63006 -4.68410 3.01180 -0.324
O 0.70429 -4.27783 2.01470 -0.105
H 3.15395 -3.29254 2.37922 0.051
H 3.76833 -4.66841 3.32684 0.077
H 3.27843 -4.87908 1.62931 0.079
H 1.39077 -4.15172 3.93717 0.112
H 1.50699 -5.75691 3.18916 0.108
H 0.92002 -4.76244 1.19945 0.091
C 2.75657 2.71645 -3.04212 -0.096
C 3.72322 1.83922 -3.81034 -0.327
O 4.60213 1.18149 -2.90966 -0.091
H 3.29940 3.46114 -2.45072 0.080
H 2.07473 3.23436 -3.72242 0.074
H 2.16691 2.11954 -2.33871 0.044
H 4.32566 2.44246 -4.49603 0.113
H 3.18859 1.08366 -4.39415 0.108
H 4.05807 0.64198 -2.31055 0.070

---

[3]
24
Properties=species:S:1:pos:R:3:lowdin_charge:R:1 method="wB97M-V/def2-TZVPD" smiles="CN1N=CC[C@@]1(Br)c1ccccc1" orbital_gap_ev=8.7612 lumo_ev=0.46 e_above_lowest_kcal_mol=19.83 largest_force_ev_per_a=5.48 multiplicity=1 charge=0
C 1.53472 0.75806 -2.16267 -0.151
N 1.10824 1.20957 -0.89307 -0.147
N 1.75194 2.25679 -0.32694 0.038
C 1.79544 2.21560 0.92740 -0.175
C 1.35138 0.99563 1.55263 -0.225
C 0.95680 0.06856 0.49894 -0.537
Br 2.35503 -1.32075 0.14772 0.770
C -0.39319 -0.51887 0.37995 -0.272
C -1.48952 -0.07727 1.14025 -0.029
C -2.74300 -0.66828 0.93661 -0.063
C -2.87267 -1.84650 0.16513 -0.085
C -1.83519 -2.24380 -0.62768 -0.064
C -0.61322 -1.52993 -0.52514 -0.078
H 1.58035 1.71056 -2.81033 0.117
H 2.60337 0.22893 -2.19995 0.089
H 0.82090 0.16754 -2.54049 0.016
H 2.11062 3.14318 1.41163 0.120
H 2.10751 0.57461 2.16111 0.090
H 0.55108 1.27940 2.27576 0.134
H -1.56149 0.88336 1.71307 0.124
H -3.53275 -0.04932 1.32036 0.094
H -3.72609 -2.33682 -0.23132 0.092
H -2.14475 -3.03051 -1.22035 0.081
H 0.28450 -1.86976 -1.09261 0.060

---

[4]
13
Properties=species:S:1:pos:R:3:lowdin_charge:R:1 method="wB97M-V/def2-TZVPD" smiles="O=CCC#CCO" orbital_gap_ev=10.0552 lumo_ev=0.54 e_above_lowest_kcal_mol=102.36 largest_force_ev_per_a=4.17 multiplicity=1 charge=0
O 2.09068 -2.07879 -1.96310 0.070
C 1.27312 -1.36783 -1.44986 -0.276
C 1.09911 -1.16626 -0.01100 -0.157
C -0.14732 -0.77254 0.44597 -0.093
C -0.95491 0.03203 0.74256 -0.047
C -1.23264 1.38166 1.00297 -0.316
O -2.10605 2.01144 0.15064 -0.029
H 0.65775 -0.82086 -2.15997 0.126
H 1.54691 -1.86296 0.66888 0.121
H 1.60839 -0.03855 0.27121 0.219
H -1.36536 1.53666 2.06627 0.120
H -0.11989 1.81660 0.71832 0.171
H -2.34979 1.32941 -0.48289 0.092

---

[5]
16
Properties=species:S:1:pos:R:3:lowdin_charge:R:1 method="wB97M-V/def2-TZVPD" smiles="C/N=C(/O)N(C)N" orbital_gap_ev=9.1953 lumo_ev=0.85 e_above_lowest_kcal_mol=51.71 largest_force_ev_per_a=1.67 multiplicity=1 charge=0
C -0.89682 1.57148 -1.56849 -0.159
N -0.02056 1.60183 -0.43454 0.018
C 0.56221 0.63788 0.13942 -0.486
O 1.67462 0.94481 0.86311 0.051
N 0.22465 -0.69037 0.22802 -0.160
C 0.88316 -1.53882 1.20142 -0.064
N -1.16975 -0.99323 -0.10645 0.074
H -1.58096 0.72259 -1.56744 0.044
H -1.46564 2.50451 -1.55708 0.064
H -0.31731 1.55856 -2.49504 0.072
H 1.86185 1.87796 0.69426 0.114
H 0.76707 -2.57863 0.88798 0.081
H 1.94209 -1.29683 1.23282 0.083
H 0.46339 -1.41845 2.20793 0.089
H -1.16968 -1.94998 -0.45393 0.086
H -1.75831 -0.95332 0.72799 0.093

---

[6]
45
Properties=species:S:1:pos:R:3:lowdin_charge:R:1 method="wB97M-V/def2-TZVPD" orbital_gap_ev=5.0205 lumo_ev=1.63 e_above_lowest_kcal_mol=33.08 largest_force_ev_per_a=2.02 multiplicity=1 charge=-1
C 1.43819 2.29639 1.32141 -0.175
N 2.56491 1.99592 0.46915 -0.093
C 3.62029 1.33762 0.96932 -0.493
C 4.83197 2.29102 1.24182 -0.523
F 5.04032 3.17684 0.23752 0.098
F 4.58297 2.98796 2.40551 0.088
F 5.98045 1.61296 1.43242 0.102
O 3.74032 0.13512 1.22988 0.022
H 1.56041 3.16184 2.01017 0.070
H 0.61916 2.47592 0.60795 0.055
H 1.22340 1.37914 1.92139 0.057
C -2.97255 1.74093 -4.94151 -0.063
O -1.57247 1.91141 -4.61152 -0.089
C -1.13464 1.71421 -3.34495 -0.254
C 0.26076 1.83597 -3.11801 0.004
C 0.79832 1.43582 -1.92919 0.002
C -0.02370 0.79016 -0.97011 -0.214
C 0.56588 0.00338 0.06484 0.058
C -0.11996 -0.93376 0.82391 -0.041
C 0.13157 -1.15616 2.24673 -0.344
O 0.74423 -0.39352 3.00156 0.063
N -0.34032 -2.37271 2.78569 0.011
C -0.05756 -2.64577 4.17898 -0.027
C -1.29462 -3.20108 2.18075 -0.413
O -1.75325 -4.20738 2.72004 0.050
N -1.71654 -2.79846 0.90117 0.012
C -2.53533 -3.76637 0.19495 -0.036
C -0.94203 -1.92458 0.10724 -0.372
O -0.97051 -2.02821 -1.11826 0.055
C -1.43792 0.93233 -1.08294 -0.002
C -1.98942 1.37393 -2.26518 -0.013
H -2.98569 1.98562 -6.00461 0.086
H -3.30306 0.70171 -4.78412 0.098
H -3.62066 2.43702 -4.38494 0.091
H 0.86508 2.23164 -3.92949 0.117
H 1.86567 1.55275 -1.69216 0.118
H 1.65069 0.04050 0.17273 0.116
H -0.53609 -3.59130 4.43990 0.081
H 1.02271 -2.70230 4.32899 0.097
H -0.45531 -1.82508 4.79161 0.097
H -2.80464 -3.32640 -0.76345 0.084
H -1.96156 -4.68599 0.01930 0.101
H -3.42026 -4.01710 0.77729 0.087
H -2.08822 0.63703 -0.25418 0.130
H -3.07098 1.40105 -2.38761 0.101